A structure of composition C48H61N3O2Sb2W in a non-equilibrium geometry. Source: OMol25; level of theory: ωB97M-V/def2-TZVPD.

Computed properties:
- Orbital gap: 5.15 eV
- Charge: +4
- Max |F|: 0.037 Eh/bohr

Element x y z (Å)
1 W 0.24792 -1.03543 0.61567
2 C -1.26786 0.10878 2.91441
3 N 0.05003 -0.60573 2.82798
4 C 1.02765 0.29250 3.52104
5 C 2.50721 0.02427 3.36913
6 C 3.08221 0.06895 1.97169
7 N 2.41394 -0.73081 0.89690
8 C 3.23884 -1.25273 0.05415
9 C 2.99792 -2.03422 -1.14524
10 C 4.06665 -2.69078 -1.75034
11 C 3.86083 -3.45424 -2.89382
12 C 2.58365 -3.54755 -3.44372
13 C 1.50925 -2.88031 -2.86304
14 C 1.75602 -2.14654 -1.73785
15 O 0.73306 -1.47879 -1.05858
16 C -0.15878 -1.86859 3.64382
17 C 1.07422 -2.65919 4.00247
18 C 1.97768 -2.99815 2.82448
19 N 1.22733 -2.95403 1.55802
20 C 1.12433 -4.06524 0.93280
21 C 0.17189 -4.35209 -0.12630
22 C 0.29195 -5.50183 -0.89471
23 C -0.72587 -5.86689 -1.76028
24 C -1.88728 -5.10225 -1.79297
25 C -2.02665 -3.96955 -0.99262
26 C -0.97676 -3.58698 -0.18844
27 O -1.06572 -2.44331 0.61364
28 H -1.46351 0.34889 3.96098
29 H -2.06510 -0.53167 2.55831
30 H -1.22508 1.02925 2.34794
31 H 0.76847 0.24768 4.58121
32 H 0.79161 1.29989 3.18692
33 H 2.80042 -0.87045 3.90021
34 H 3.00933 0.83311 3.90484
35 H 4.11898 -0.26041 2.01874
36 H 3.10552 1.08928 1.62739
37 H 4.29353 -1.12256 0.28714
38 H 5.05922 -2.60919 -1.31849
39 H 4.69214 -3.97060 -3.35726
40 H 2.41999 -4.13913 -4.33733
41 H 0.50751 -2.93995 -3.27522
42 H -0.85444 -2.48200 3.08539
43 H -0.66194 -1.57038 4.56437
44 H 0.68705 -3.58116 4.44199
45 H 1.65196 -2.18529 4.79404
46 H 2.38041 -3.99917 2.96141
47 H 2.82619 -2.32993 2.74565
48 H 1.72138 -4.90533 1.29109
49 H 1.18519 -6.11199 -0.80657
50 H -0.63802 -6.75690 -2.37109
51 H -2.71330 -5.40358 -2.42694
52 H -2.95639 -3.43567 -0.97477
53 C -1.58741 5.80271 -0.88103
54 C -1.07571 5.06125 -1.93942
55 C -0.45994 3.83379 -1.70527
56 C -0.37319 3.38131 -0.39414
57 C -0.86767 4.11377 0.68483
58 C -1.48570 5.33212 0.42795
59 Sb 0.83959 1.74414 0.06483
60 C 2.31218 3.12202 0.89848
61 C 2.44960 3.38229 2.26176
62 C 3.25515 4.43487 2.69075
63 C 3.89508 5.23758 1.75920
64 C 3.71090 5.00344 0.40124
65 C 2.90811 3.95739 -0.04432
66 C 1.99676 1.28330 -1.69466
67 C 3.39231 1.30394 -1.60435
68 C 4.16947 0.98388 -2.71148
69 C 3.56778 0.62450 -3.91507
70 C 2.18347 0.57994 -4.00112
71 C 1.40227 0.89966 -2.89359
72 H -2.05139 6.76304 -1.07278
73 H -1.14718 5.43700 -2.95375
74 H -0.03794 3.27970 -2.53555
75 H -0.75067 3.78346 1.71120
76 H -1.87364 5.92283 1.24990
77 H 1.92965 2.80704 3.00937
78 H 3.36614 4.63145 3.75042
79 H 4.51862 6.06042 2.08797
80 H 4.18595 5.64707 -0.32918
81 H 2.76077 3.83128 -1.10602
82 H 3.89481 1.62280 -0.70223
83 H 5.25055 1.03916 -2.63741
84 H 4.17644 0.39877 -4.78312
85 H 1.70479 0.31257 -4.93568
86 H 0.32715 0.85509 -2.99577
87 C -4.47714 2.16993 -0.82050
88 C -3.19608 1.92728 0.00965
89 C -3.41951 2.26683 1.48773
90 Sb -2.37325 -0.07127 -0.26744
91 C -4.01547 -1.36432 0.45033
92 C -3.87987 -1.89277 1.87856
93 C -5.35975 -0.67372 0.27059
94 C -2.30129 -0.28212 -2.40718
95 C -3.55545 -0.98271 -2.91948
96 C -2.05184 1.06866 -3.06737
97 H -4.50551 3.24189 -1.03685
98 H -5.37526 1.92991 -0.26282
99 H -4.53020 1.65291 -1.77514
100 H -2.40597 2.54754 -0.39064
101 H -3.92483 1.47407 2.04532
102 H -4.06930 3.14629 1.54655
103 H -2.50013 2.53428 2.00537
104 H -3.95362 -2.17197 -0.26226
105 H -4.06526 -1.10243 2.60993
106 H -2.93160 -2.36961 2.08975
107 H -4.65958 -2.64334 2.04352
108 H -5.52500 0.12279 0.99572
109 H -6.11758 -1.44277 0.45547
110 H -5.53647 -0.29229 -0.72999
111 H -1.44199 -0.93643 -2.54544
112 H -4.45045 -0.37209 -2.81453
113 H -3.73862 -1.95094 -2.45766
114 H -3.41786 -1.16015 -3.99018
115 H -1.32671 1.69075 -2.55065
116 H -1.69076 0.90007 -4.08735
117 H -2.96552 1.65014 -3.15319